1.
Entry from the OMol25 dataset: a molecular structure, C13H17BN4OsS2 (ωB97M-V/def2-TZVPD).

Structure (ORCA input):
```
! wB97M-V def2-TZVPD RIJCOSX def2/J DEFGRID3
* xyz 2 1
Os 0.963 1.017 0.216
C 2.736 1.750 1.316
C 2.997 1.806 -0.082
C 2.027 2.702 -0.653
C 1.242 3.250 0.413
C 1.628 2.615 1.615
H 3.259 1.144 2.039
H 3.778 1.291 -0.618
H 1.963 2.963 -1.697
H 0.435 3.958 0.306
H 1.186 2.757 2.588
C 1.687 -2.110 3.273
N 0.412 -2.058 2.561
C -0.789 -2.437 3.092
C -1.713 -2.322 2.100
N -1.082 -1.883 0.965
B -1.905 -1.997 -0.397
N -1.545 -0.967 -1.550
C -1.667 -1.392 -2.847
C -1.619 -0.305 -3.665
N -1.478 0.790 -2.861
C -1.440 2.179 -3.312
C -1.420 0.360 -1.587
S -1.181 1.396 -0.195
C 0.204 -1.725 1.271
S 1.467 -1.151 0.193
H 1.530 -1.777 4.295
H 2.403 -1.456 2.784
H 2.067 -3.129 3.269
H -0.884 -2.750 4.117
H -2.766 -2.539 2.099
H -3.041 -1.807 -0.085
H -1.675 -3.074 -0.857
H -1.808 -2.433 -3.077
H -1.682 -0.220 -4.736
H -1.341 2.182 -4.393
H -0.584 2.686 -2.873
H -2.361 2.686 -3.029
*
```

Computed properties:
Calculated total energy, eV: -44517.319
HOMO level (spin up / spin down), eV: -15.4 / -15.4

2.
Entry from the OMol25 dataset: C7H12 in the gas phase (ωB97M-V/def2-TZVPD).

Structure (ORCA input):
```
! wB97M-V def2-TZVPD RIJCOSX def2/J DEFGRID3
* xyz 0 1
C 1.100 1.508 -2.127
C 0.258 1.026 -0.962
C 0.329 -0.464 -0.590
C -0.197 -0.475 0.836
C -1.585 -0.990 1.159
C -0.407 -1.726 1.699
C 0.486 0.507 1.658
H 0.798 1.066 -3.081
H 2.155 1.270 -1.949
H 1.014 2.598 -2.210
H -0.796 1.316 -1.072
H -0.273 -1.092 -1.262
H 1.367 -0.817 -0.625
H -2.148 -1.463 0.358
H -2.180 -0.410 1.860
H -0.110 -2.668 1.244
H -0.186 -1.663 2.763
H 0.634 1.554 -0.069
H -0.257 0.923 2.370
*
```

Computed properties:
Calculated total energy, eV: -7448.960
HOMO level, eV: -8.3

3.
Entry from the OMol25 dataset: a molecular structure, C3H14N2OSi2 (ωB97M-V/def2-TZVPD).

Structure (ORCA input):
```
! wB97M-V def2-TZVPD RIJCOSX def2/J DEFGRID3
* xyz 0 1
C -0.507 -3.133 1.492
C -0.037 -2.072 0.513
C -1.080 -0.981 0.284
N -0.739 -0.010 -0.756
Si 0.603 1.040 -0.609
N 2.005 0.480 -1.427
O 0.300 2.506 -1.299
Si -0.265 3.863 -0.557
H -1.350 -3.696 1.085
H -0.837 -2.689 2.432
H 0.282 -3.847 1.727
H 0.883 -1.603 0.881
H 0.211 -2.518 -0.455
H -1.238 -0.430 1.214
H -2.039 -1.445 0.039
H -0.833 -0.417 -1.681
H 0.759 1.239 0.858
H 2.502 -0.299 -1.014
H 2.671 1.190 -1.706
H -1.419 3.539 0.307
H -0.676 4.821 -1.600
H 0.804 4.462 0.274
*
```

Computed properties:
Calculated total energy, eV: -24124.814
HOMO level, eV: -9.3

4.
Entry from the OMol25 dataset: a molecular structure, C37H53GeIrOPSi3 in a non-equilibrium geometry (ωB97M-V/def2-TZVPD).

Structure (ORCA input):
```
! wB97M-V def2-TZVPD RIJCOSX def2/J DEFGRID3
* xyz -1 1
Ir -0.193 -0.166 -0.420
C -1.047 1.482 2.661
O -0.110 1.121 1.673
Si 1.314 1.930 1.269
C 2.371 1.902 2.837
C 0.857 3.752 1.105
C 1.837 1.010 -0.231
Si 3.172 -0.235 0.027
C 4.892 0.520 0.312
C 2.892 -1.342 1.543
C 3.379 -1.476 -1.385
Si 1.938 2.029 -1.782
C 0.401 3.059 -2.138
C 3.369 3.282 -1.777
C 2.246 0.953 -3.302
H -0.585 1.505 3.656
H -1.850 0.744 2.664
H -1.483 2.465 2.451
H 1.930 2.537 3.612
H 3.382 2.273 2.633
H 2.465 0.895 3.248
H 0.640 4.192 2.084
H -0.029 3.872 0.473
H 1.668 4.329 0.649
H 4.937 1.026 1.283
H 5.138 1.263 -0.452
H 5.679 -0.243 0.295
H 3.074 -0.821 2.487
H 3.548 -2.220 1.520
H 1.860 -1.695 1.553
H 3.975 -1.068 -2.207
H 2.400 -1.758 -1.787
H 3.879 -2.382 -1.028
H 0.464 4.074 -1.730
H -0.474 2.570 -1.708
H 0.224 3.142 -3.217
H 3.227 4.051 -1.009
H 3.438 3.786 -2.747
H 4.330 2.799 -1.585
H 1.603 0.067 -3.270
H 3.287 0.622 -3.360
H 2.019 1.511 -4.219
C -1.447 0.139 -1.718
Ge -2.801 0.581 -2.991
C -4.675 0.486 -2.381
C -5.086 -0.557 -1.549
C -6.367 -0.583 -1.011
C -7.258 0.447 -1.283
C -6.867 1.490 -2.113
C -5.588 1.503 -2.662
C -2.644 2.371 -3.815
C -2.176 2.516 -5.121
C -1.916 3.774 -5.657
C -2.115 4.912 -4.886
C -2.597 4.787 -3.589
C -2.855 3.529 -3.062
C -2.593 -0.691 -4.494
C -1.294 -0.896 -4.977
C -1.035 -1.846 -5.959
C -2.073 -2.624 -6.460
C -3.363 -2.445 -5.978
C -3.619 -1.481 -5.007
H -4.382 -1.347 -1.322
H -6.672 -1.406 -0.376
H -8.248 0.442 -0.844
H -7.558 2.294 -2.336
H -5.296 2.315 -3.317
H -2.011 1.631 -5.726
H -1.562 3.867 -6.676
H -1.882 5.889 -5.290
H -2.772 5.674 -2.993
H -3.221 3.441 -2.044
H -0.481 -0.311 -4.555
H -0.025 -1.983 -6.328
H -1.872 -3.381 -7.210
H -4.171 -3.058 -6.361
H -4.632 -1.342 -4.640
C 0.753 -3.928 0.323
P -0.302 -2.413 0.118
C -1.079 -2.471 1.790
C -1.594 -3.206 -0.909
C -2.911 -3.386 -0.506
C -3.843 -3.961 -1.366
C -3.480 -4.315 -2.655
C -2.177 -4.092 -3.084
C -1.246 -3.545 -2.219
H 1.297 -4.132 -0.602
H 0.132 -4.790 0.572
H 1.483 -3.756 1.116
H -1.483 -3.461 2.029
H -1.872 -1.725 1.833
H -0.321 -2.206 2.529
H -3.225 -3.080 0.486
H -4.861 -4.119 -1.026
H -4.213 -4.739 -3.332
H -1.895 -4.327 -4.102
H -0.230 -3.361 -2.557
*
```

Computed properties:
Calculated total energy, eV: -133555.931
HOMO level, eV: -2.9